No. 1
Density functional theory data (ωB97M-V/def2-TZVPD) for a structure of composition C28H53O2PRhSe2Si2 at a distorted geometry.

Structure (ORCA input):
```
! wB97M-V def2-TZVPD RIJCOSX def2/J DEFGRID3
* xyz 1 5
O -0.88 -2.38 -3.42
O -2.43 -0.33 -5.22
C 0.50 -2.68 -3.18
C 0.86 -3.34 -1.85
H 1.08 -1.74 -3.29
H 0.81 -3.33 -4.01
H 0.76 -2.64 -1.00
H 1.92 -3.62 -1.90
H 0.30 -4.26 -1.68
C -1.73 -2.20 -2.28
C -3.06 -2.87 -2.54
H -1.84 -1.11 -2.13
H -1.29 -2.60 -1.35
H -3.61 -2.37 -3.34
H -3.65 -2.85 -1.61
H -2.93 -3.92 -2.82
C -3.50 0.61 -5.45
C -2.26 -1.33 -6.23
C -4.67 0.35 -4.53
H -3.83 0.58 -6.50
H -3.09 1.61 -5.24
H -5.17 -0.60 -4.77
H -5.40 1.15 -4.67
H -4.36 0.34 -3.48
C -3.47 -2.21 -6.41
H -1.39 -1.91 -5.88
H -2.00 -0.84 -7.18
H -3.78 -2.65 -5.45
H -3.21 -3.02 -7.09
H -4.31 -1.66 -6.85
H -0.63 -0.16 -3.92
Rh 0.58 0.34 0.53
C -0.32 0.91 -3.80
Si 0.44 1.55 -5.42
H -1.22 1.47 -3.54
H 0.39 0.99 -2.97
C 1.27 0.07 -6.24
C 1.64 2.93 -4.97
C -0.80 2.29 -6.61
C 1.97 0.29 -0.84
Si 3.29 1.20 0.21
H 1.64 0.85 -1.74
H 2.20 -0.76 -1.14
C 4.09 2.45 -0.96
C 4.52 -0.09 0.77
C 2.50 2.19 1.61
H -0.31 2.57 -7.56
H -1.25 3.21 -6.20
H -1.61 1.58 -6.84
H 2.14 -0.26 -5.65
H 1.62 0.34 -7.24
H 0.58 -0.78 -6.33
H 2.19 2.71 -4.05
H 1.08 3.88 -4.83
H 2.37 3.10 -5.77
H 4.75 -0.79 -0.04
H 4.16 -0.67 1.63
H 5.46 0.41 1.05
H 2.73 1.83 2.62
H 1.41 2.33 1.55
H 2.94 3.19 1.50
H 4.98 2.92 -0.50
H 3.39 3.25 -1.21
H 4.41 1.97 -1.89
Se 1.23 -1.40 2.02
P -0.48 -0.13 2.82
Se -1.75 0.71 1.21
C -1.40 -1.29 3.89
C -1.76 -0.96 5.21
C -2.44 -1.89 6.01
C -2.81 -3.13 5.47
C -2.47 -3.45 4.15
C -1.78 -2.53 3.36
C 0.05 1.18 3.96
C 1.03 0.85 4.90
C 1.58 1.85 5.72
C 1.12 3.18 5.60
C 0.08 3.48 4.72
C -0.48 2.48 3.92
H -1.50 0.02 5.62
H -2.68 -1.64 7.04
H -3.38 -3.83 6.07
H -2.76 -4.42 3.74
H -1.51 -2.77 2.32
H 1.38 -0.18 4.97
H 2.34 1.59 6.44
H 1.57 3.96 6.22
H -0.31 4.50 4.68
H -1.31 2.71 3.25
*
```

Values from the calculation:
energy relative to the best compared isomer or geometry (same formula, charge and spin): 3.7 kcal per mole
⟨S²⟩: 6.023
calculated total energy: -192728.050 eV

=====

No. 2
Density functional theory data (ωB97M-V/def2-TZVPD) for a structure of composition C28H54BiClPSi at a distorted geometry.

Structure (ORCA input):
```
! wB97M-V def2-TZVPD RIJCOSX def2/J DEFGRID3
* xyz -1 1
Bi 1.10 1.82 2.67
P -0.01 0.58 -0.89
Cl -0.69 3.43 2.44
C -0.62 -0.46 0.38
H 0.21 -1.07 0.95
H -1.45 -0.01 1.11
C 1.84 0.76 -1.16
C -0.81 2.22 -1.07
C 2.30 0.91 -2.64
H 2.06 1.72 -0.65
C 3.78 1.30 -2.71
H 2.16 -0.07 -3.18
H 1.70 1.67 -3.19
C 4.68 0.31 -1.94
H 4.11 1.35 -3.76
H 3.90 2.31 -2.27
C 4.16 -0.01 -0.52
H 4.75 -0.63 -2.51
H 5.70 0.72 -1.86
C 2.66 -0.36 -0.51
H 4.72 -0.85 -0.11
H 4.33 0.87 0.13
H 2.48 -1.32 -1.05
H 2.34 -0.51 0.54
C -0.65 -0.50 -2.25
C -2.34 2.12 -1.23
H -0.58 2.61 -0.05
C -2.99 3.50 -1.18
H -2.57 1.64 -2.19
H -2.76 1.47 -0.44
C -2.38 4.51 -2.15
H -4.05 3.39 -1.38
H -2.90 3.89 -0.15
C -0.85 4.56 -2.05
H -2.65 4.22 -3.18
H -2.81 5.50 -1.98
C -0.17 3.19 -2.10
H -0.46 5.19 -2.86
H -0.58 5.07 -1.12
H -0.29 2.78 -3.12
H 0.91 3.32 -1.91
C 0.07 -1.88 -2.25
H -1.72 -0.70 -1.91
C -0.66 -2.86 -3.18
H 1.08 -1.76 -2.62
H 0.09 -2.28 -1.23
C -0.89 -2.32 -4.60
H -0.11 -3.81 -3.22
H -1.64 -3.12 -2.74
C -1.49 -0.92 -4.61
H 0.08 -2.28 -5.10
H -1.52 -3.02 -5.17
C -0.76 0.07 -3.66
H -1.51 -0.53 -5.63
H -2.54 -0.98 -4.31
H 0.22 0.26 -4.09
H -1.30 1.03 -3.68
C -0.25 -3.23 1.23
C -1.38 -2.30 1.03
H 0.50 -3.31 0.45
C -2.54 -2.64 2.00
H -1.74 -2.16 -0.05
C -2.07 -2.94 3.46
H -3.22 -1.80 2.05
H -3.19 -3.46 1.60
C -1.07 -4.06 3.54
H -1.64 -2.02 3.96
H -2.96 -3.22 4.04
C 0.11 -3.80 2.55
H -0.68 -4.16 4.57
H -1.52 -4.99 3.17
H 0.86 -3.21 3.09
H 0.66 -4.74 2.35
C 1.59 1.75 5.82
Si 0.49 0.61 4.79
C 0.99 -1.17 5.06
C -1.31 0.85 5.17
H 2.65 1.59 5.58
H 1.41 1.50 6.86
H 1.35 2.80 5.64
H 1.38 -1.28 6.08
H 0.14 -1.85 4.95
H 1.77 -1.50 4.37
H -1.40 1.10 6.23
H -1.75 1.65 4.58
H -1.87 -0.07 4.98
*
```

Values from the calculation:
energy relative to the best compared isomer or geometry (same formula, charge and spin): 63.0 kcal per mole
calculated total energy: -65438.661 eV

=====

No. 3
Density functional theory data (ωB97M-V/def2-TZVPD) for a structure of composition C28H54Br6F6N7O9S2V at a distorted geometry.

Structure (ORCA input):
```
! wB97M-V def2-TZVPD RIJCOSX def2/J DEFGRID3
* xyz 1 2
O -0.50 3.87 1.25
V -0.12 2.64 2.13
C 3.39 1.04 0.08
F 3.08 -0.10 0.67
F 4.11 1.80 0.88
F 4.05 0.79 -1.03
S 1.83 2.02 -0.39
O 2.03 3.38 0.06
O 1.56 1.84 -1.77
N 0.60 1.37 0.64
S -0.04 0.00 -0.04
O -1.38 0.23 -0.48
O 0.83 -0.75 -0.92
C -0.10 -1.11 1.46
F -1.03 -0.65 2.33
F -0.44 -2.31 1.05
F 1.07 -1.15 2.09
C -5.66 -0.21 4.97
O -6.21 0.22 5.96
N -6.18 -1.11 4.11
C -5.37 -1.65 3.04
C -7.51 -1.67 4.28
H -4.67 0.15 4.64
H -4.71 -0.88 2.62
H -5.91 -1.97 2.16
H -4.72 -2.43 3.43
H -7.46 -2.76 4.26
H -8.01 -1.26 5.15
H -8.13 -1.34 3.44
C -2.88 -0.32 -4.63
O -4.03 -0.69 -4.48
N -1.80 -1.06 -4.31
C -0.47 -0.51 -4.47
C -1.94 -2.44 -3.90
H -2.61 0.69 -4.99
H 0.24 -1.33 -4.62
H -0.11 0.03 -3.59
H -0.41 0.11 -5.37
H -1.35 -3.07 -4.58
H -1.49 -2.67 -2.93
H -2.96 -2.79 -3.95
C 2.82 3.60 3.50
O 1.81 3.39 2.79
N 3.25 4.79 3.86
C 4.15 4.91 5.01
C 2.48 6.00 3.51
H 3.41 2.78 3.92
H 5.01 5.54 4.83
H 4.50 3.93 5.32
H 3.54 5.29 5.83
H 1.54 5.77 3.02
H 2.23 6.46 4.46
H 3.11 6.66 2.92
C 7.67 0.45 0.36
O 8.48 1.05 1.04
N 7.91 -0.08 -0.86
C 6.95 -0.88 -1.59
C 9.25 -0.03 -1.45
H 6.66 0.16 0.67
H 6.02 -0.97 -1.03
H 7.39 -1.82 -1.89
H 6.65 -0.32 -2.48
H 9.86 0.65 -0.86
H 9.66 -1.04 -1.53
H 9.16 0.39 -2.45
C -1.27 3.49 -2.86
C -1.94 3.37 -1.48
C -3.36 2.83 -1.60
C -4.21 3.64 -2.48
N -4.88 4.25 -3.18
H -0.20 3.67 -2.79
H -1.67 4.37 -3.36
H -1.37 2.56 -3.43
H -1.97 4.39 -1.10
H -1.29 2.77 -0.84
H -3.88 2.74 -0.64
H -3.31 1.86 -2.09
C -3.53 -7.47 1.27
C -3.35 -5.95 1.16
C -3.08 -5.24 2.48
C -2.02 -5.83 3.29
N -1.18 -6.29 3.93
H -3.91 -7.84 0.32
H -4.23 -7.69 2.07
H -2.59 -7.97 1.46
H -4.18 -5.45 0.66
H -2.50 -5.77 0.49
H -4.00 -5.27 3.07
H -2.83 -4.20 2.28
Br 5.29 -2.24 2.16
C 4.33 -3.11 0.66
C 3.35 -4.09 1.26
Br 2.28 -4.81 -0.24
H 5.08 -3.57 0.02
H 3.81 -2.35 0.10
H 2.68 -3.60 1.96
H 3.80 -5.00 1.63
Br -6.41 1.07 -1.75
C -5.03 -0.25 -1.26
C -5.76 -1.57 -1.17
Br -4.55 -2.97 -0.47
H -4.64 0.04 -0.28
H -4.22 -0.27 -1.98
H -6.16 -1.86 -2.14
H -6.58 -1.56 -0.47
Br 1.23 5.62 -4.36
C 2.13 4.00 -5.01
C 3.20 3.67 -3.99
Br 4.01 1.94 -4.41
H 2.61 4.16 -5.97
H 1.43 3.18 -5.06
H 2.78 3.61 -2.99
H 4.03 4.37 -3.99
*
```

Values from the calculation:
⟨S²⟩: 0.794
calculated total energy: -542678.148 eV